The following is a quantum chemistry calculation of C27H44N6O3PRe as an isolated structure, from OMol25.

```
82
Properties=species:S:1:pos:R:3
Re -0.31 -0.86 1.56
N -1.42 0.20 2.30
C -1.87 1.14 3.22
C -0.96 2.01 3.81
C -1.43 2.96 4.71
C -2.79 3.02 5.01
C -3.68 2.14 4.42
C -3.23 1.20 3.51
H 0.09 1.95 3.56
H -0.74 3.65 5.17
H -3.15 3.76 5.71
H -4.74 2.20 4.65
H -3.91 0.52 3.02
O 0.32 0.30 0.07
P 0.30 0.49 -1.46
C -0.88 1.77 -2.04
C -0.97 3.03 -1.16
C -1.80 2.82 0.10
C -3.18 2.24 -0.19
C -3.08 0.98 -1.04
C -2.30 1.26 -2.32
C 1.96 0.99 -2.06
C 2.29 2.48 -1.95
C 2.63 2.91 -0.53
C 3.82 2.10 0.00
C 3.50 0.61 -0.05
C 3.11 0.16 -1.45
C -0.19 -1.05 -2.30
C -0.10 -0.92 -3.84
C 1.04 -1.76 -4.40
C 0.82 -3.25 -4.12
C 0.14 -3.47 -2.77
C 0.48 -2.34 -1.80
H -0.43 2.06 -2.99
H -1.45 3.79 -1.78
H 0.01 3.42 -0.90
H -1.88 3.77 0.64
H -1.26 2.14 0.76
H -3.77 2.99 -0.74
H -3.70 2.04 0.74
H -4.07 0.61 -1.29
H -2.58 0.19 -0.46
H -2.81 2.06 -2.87
H -2.30 0.40 -2.99
H 1.89 0.74 -3.13
H 1.50 3.10 -2.38
H 3.17 2.65 -2.58
H 1.77 2.75 0.13
H 2.86 3.98 -0.51
H 4.07 2.41 1.01
H 4.69 2.31 -0.63
H 2.68 0.40 0.64
H 4.36 0.03 0.28
H 2.89 -0.90 -1.46
H 3.97 0.30 -2.12
H -1.25 -1.15 -2.02
H -0.01 0.12 -4.16
H -1.05 -1.27 -4.28
H 1.98 -1.43 -3.95
H 1.14 -1.58 -5.47
H 1.77 -3.77 -4.15
H 0.20 -3.68 -4.92
H 0.44 -4.43 -2.35
H -0.95 -3.51 -2.89
H 1.57 -2.25 -1.75
H 0.15 -2.58 -0.79
C 2.89 -1.02 3.10
C 2.63 -1.83 1.86
O 3.45 -2.47 1.27
O 1.35 -1.83 1.45
H 2.44 -1.53 3.95
H 2.42 -0.04 3.03
H 3.96 -0.93 3.26
N -1.65 -5.91 1.90
N -1.45 -4.64 2.39
N -1.70 -4.34 3.64
C -1.45 -3.04 3.66
N -1.09 -2.61 2.44
N -1.11 -3.66 1.63
H -1.66 -6.54 2.69
H -0.90 -6.12 1.24
H -1.55 -2.41 4.52
```

Summary:
energy above the lowest of the compared OMol25 structures with the same formula, charge and spin: 0.0 kJ/mol
total charge: +1
spin multiplicity: 2
gap between HOMO and LUMO (spin up / spin down): 8.1677 / 7.6141 eV
calculated total energy: -2028.94639 Eh
<S²>: 0.764